No. 1
Below is a molecular structure, C43H77N10O in a non-equilibrium geometry, with properties calculated with the ωB97M-V functional and the def2-TZVPD basis.

## Properties
E_tot, Ha: -2305.5157
ΔE to the lowest compared entry with this formula, charge and spin, kJ/mol: 4780.9

```
! wB97M-V def2-TZVPD RIJCOSX def2/J DEFGRID3
* xyz -1 1
C 0.9398 -0.0252 -1.1166
C 0.4117 -0.3838 0.3370
C -0.9267 -1.0775 0.2674
O 1.3405 -1.0620 1.1806
H 1.8817 0.5180 -1.0409
H 0.2591 0.6615 -1.6198
H 1.0832 -0.8590 -1.8038
H 0.1676 0.5243 0.8881
H -1.3753 -1.1077 1.2604
H -0.9125 -2.0848 -0.1488
H -1.6022 -0.5887 -0.4347
C 2.4402 3.3715 0.8692
C 2.4813 1.8285 0.8310
C 3.8633 1.1352 1.0076
C 3.7406 -0.2807 1.4242
N 3.6381 -1.4361 1.7128
H 3.0436 3.6782 1.7236
H 1.3961 3.6749 0.9445
H 2.8802 3.7538 -0.0519
H 2.0332 1.5262 -0.1155
H 1.7380 1.5558 1.5802
H 4.3413 1.6139 1.8622
H 4.5048 1.1767 0.1274
C 3.2551 1.4468 -2.1745
C 3.9990 0.1952 -2.6640
C 4.5111 -0.7134 -1.5185
C 3.5063 -1.4663 -0.7864
N 2.7092 -2.0518 -0.1752
H 2.2454 1.2717 -1.8030
H 3.3337 2.2351 -2.9232
H 3.8007 1.8686 -1.3305
H 4.8519 0.5285 -3.2553
H 3.5907 -0.4112 -3.4725
H 5.1254 -0.2499 -0.7466
H 5.2928 -1.3924 -1.8589
C -1.5513 2.3011 -0.5041
C -0.2894 2.5744 0.3930
C -0.5013 2.4520 1.9125
C -1.5624 3.4037 2.3467
N -2.3636 4.1710 2.6761
H -2.3417 3.0517 -0.5057
H -2.1045 1.3651 -0.4273
H -1.0732 2.2905 -1.4836
H 0.0807 3.5840 0.2145
H 0.5637 1.9498 0.1279
H 0.4244 2.7564 2.4009
H -0.7165 1.4100 2.1490
C -0.3286 -3.9678 -3.4449
C 1.0977 -3.4119 -3.4356
C 1.2643 -2.2926 -2.3530
C 1.0728 -2.7270 -0.9614
N 0.9434 -3.0753 0.1308
H -0.4794 -4.7078 -4.2309
H -1.0418 -3.2131 -3.7766
H -0.6958 -4.4020 -2.5150
H 1.4489 -2.9379 -4.3521
H 1.8132 -4.1963 -3.1887
H 0.5622 -1.5090 -2.6377
H 2.2543 -1.8417 -2.2844
C 1.8769 1.3115 5.2596
C 0.8281 1.0278 4.2149
C 1.4164 0.4062 2.8971
C 1.7351 -1.0546 2.9725
N 1.9096 -2.1988 3.0420
H 1.5014 1.7442 6.1869
H 2.6016 2.0216 4.8614
H 2.4787 0.4271 5.4691
H 0.3490 1.9851 4.0094
H -0.0336 0.4424 4.5358
H 2.2963 0.9966 2.6417
H 0.7324 0.5555 2.0617
C -2.3523 -2.4687 -1.7771
C -2.3931 -3.9621 -1.3273
C -1.9070 -4.1159 0.0969
C -2.6502 -3.4391 1.1700
N -3.2234 -2.8896 1.9942
H -2.8976 -1.8106 -1.1007
H -2.9257 -2.4080 -2.7021
H -1.3428 -2.0919 -1.9414
H -1.6825 -4.4552 -1.9907
H -3.3597 -4.4285 -1.5178
H -0.8943 -3.7135 0.1244
H -1.8738 -5.1604 0.4070
C -0.7049 -1.9055 5.3858
C -1.7248 -1.5970 4.2665
C -1.0786 -1.2584 2.8840
C -0.2813 -2.3368 2.2400
N 0.3159 -3.1600 1.7250
H -0.1237 -1.0195 5.6414
H 0.0053 -2.6588 5.0448
H -1.1883 -2.2815 6.2875
H -2.4331 -0.8155 4.5415
H -2.2784 -2.5183 4.0852
H -0.3628 -0.4506 3.0362
H -1.7029 -0.8260 2.1021
C 0.3231 2.5599 -4.2140
C -0.0392 2.9547 -2.8195
C 1.0295 2.6609 -1.7394
C 2.3574 3.3095 -1.8840
N 3.3749 3.8549 -2.0435
H -0.5555 2.5211 -4.8580
H 0.7178 1.5452 -4.2663
H 1.0807 3.2384 -4.6061
H -0.9478 2.3754 -2.6556
H -0.2765 4.0180 -2.7834
H 1.2631 1.5991 -1.6617
H 0.5714 3.0006 -0.8105
C -2.6574 0.4377 -1.4866
C -2.5030 1.0788 -2.8352
C -1.3152 0.5575 -3.5968
C -1.2577 -0.8666 -3.7833
N -1.2147 -2.0040 -3.9205
H -3.4595 0.7796 -0.8324
H -1.7428 0.5488 -0.9041
H -2.9286 -0.6089 -1.6247
H -2.3163 2.1318 -2.6247
H -3.4634 0.9966 -3.3442
H -0.4522 0.7508 -2.9597
H -1.1214 1.0178 -4.5657
C -3.1455 -0.6524 0.5809
C -3.8783 0.7237 0.7043
C -4.2554 1.0176 2.1326
C -3.0966 1.2329 2.9808
N -2.1858 1.4342 3.6610
H -2.7248 -0.7756 -0.4171
H -3.8425 -1.4890 0.6305
H -2.3560 -0.7221 1.3292
H -4.7327 0.7360 0.0277
H -3.2720 1.5746 0.3935
H -4.8416 0.2255 2.5984
H -4.8324 1.9423 2.1447
*
```

These are the Löwdin partial charges, in e, on atoms 1 to 99: -0.04 -0.31 -0.14 -0.33 0.03 0.07 0.01 0.07 -0.03 0.06 0.02 -0.05 -0.24 -0.10 -0.19 0.19 0.09 0.05 0.04 0.05 0.04 0.12 0.08 -0.17 -0.16 -0.15 -0.16 0.13 -0.02 0.08 0.08 0.10 0.10 0.10 0.12 -0.07 -0.25 -0.17 -0.23 0.15 0.13 -0.02 0.01 0.11 0.05 0.11 0.08 -0.14 -0.16 -0.19 -0.17 0.13 0.08 -0.11 0.03 0.10 0.10 0.07 0.09 -0.10 -0.24 -0.19 -0.34 0.16 0.07 0.07 0.08 0.07 0.06 0.08 0.04 -0.10 -0.17 -0.16 -0.17 0.19 0.04 0.10 0.07 0.04 0.11 0.06 0.13 -0.09 -0.20 -0.17 -0.23 0.07 0.05 0.07 0.06 0.08 0.07 0.07 0.01 -0.10 -0.22 -0.20 -0.28

=====

No. 2
Below is a molecular structure, C32H33F6N6O11S3Ti, with properties calculated with the ωB97M-V functional and the def2-TZVPD basis.

## Properties
E_tot, Ha: -5038.8038
ΔE to the lowest compared entry with this formula, charge and spin, kJ/mol: 201.0

```
! wB97M-V def2-TZVPD RIJCOSX def2/J DEFGRID3
* xyz -1 1
Ti 0.0760 0.2320 1.7096
C 2.5981 -2.6508 1.3800
C 1.9583 -2.2719 2.6614
N 1.0424 -1.3358 2.8281
C 0.7510 -1.2740 4.1570
C 1.4730 -2.2093 4.8265
N 2.2251 -2.8305 3.8564
C 1.5145 -2.6511 6.2332
O 0.7369 -1.9943 7.0731
O 2.2195 -3.5779 6.5610
C -0.2577 -0.2766 4.5526
O -0.6563 -0.1924 5.7071
O -0.6804 0.4020 3.5375
H 1.8799 -2.5434 0.5678
H 2.9554 -3.6794 1.4125
H 3.4319 -1.9750 1.1874
H 2.9062 -3.5463 4.0554
H 0.2102 -1.2746 6.6178
F 5.8613 3.1092 0.9193
C 5.2663 2.3157 -0.0632
F 6.3667 1.5201 -0.4754
F 5.2203 3.2463 -1.1623
S 2.9743 1.0913 1.9661
O 1.7891 0.4316 1.0466
O 3.7084 -0.0271 2.5298
N 1.9512 1.5692 3.3235
S 0.9179 2.6773 3.0781
O 0.1007 2.3261 1.8684
O 0.1660 3.1142 4.2100
C 1.7706 4.2104 2.4849
F 2.6610 4.5894 3.4014
F 0.8798 5.1987 2.3294
F 2.3902 4.0085 1.3327
C 1.1061 0.6848 -6.1805
O 0.4288 0.4459 -4.9614
C -0.7100 -0.2928 -4.9953
C -1.2656 -0.8458 -6.1347
C -2.4492 -1.5760 -6.0452
C -3.0793 -1.7262 -4.8265
C -2.5325 -1.1547 -3.6806
C -1.3352 -0.4577 -3.7434
N -0.7175 0.1724 -2.6591
C -0.7210 -0.1944 -1.3396
N -1.0615 -1.4758 -1.1062
C -1.4721 -2.0294 0.1114
C -1.3002 -1.4029 1.3358
C -1.9117 -2.0459 2.4330
C -2.5812 -3.2442 2.3185
C -2.6773 -3.8881 1.0843
C -2.1350 -3.2688 -0.0168
O -2.1919 -3.7608 -1.2980
C -2.9114 -4.9582 -1.5044
N -0.3859 0.6431 -0.3932
C 0.1604 1.8867 -0.8769
C -0.5196 3.0803 -0.7336
C 0.0749 4.2763 -1.1078
C 1.3697 4.2652 -1.6038
C 2.0582 3.0741 -1.7844
C 1.4401 1.8718 -1.4564
O 1.9612 0.6488 -1.7053
C 3.3486 0.5726 -2.0414
H 1.9736 1.2869 -5.9270
H 0.4720 1.2331 -6.8820
H 1.4331 -0.2524 -6.6376
H -0.7838 -0.7165 -7.0930
H -2.8734 -2.0137 -6.9391
H -4.0095 -2.2737 -4.7526
H -3.0553 -1.2412 -2.7375
H -0.0875 0.9243 -2.8956
H -1.2198 -2.0552 -1.9149
H -1.8851 -1.5833 3.4078
H -3.0298 -3.6970 3.1938
H -3.1833 -4.8389 0.9998
H -2.8911 -5.1449 -2.5749
H -3.9473 -4.8580 -1.1697
H -2.4438 -5.7961 -0.9807
H -1.4975 3.0560 -0.2744
H -0.4524 5.2105 -0.9651
H 1.8685 5.1963 -1.8413
H 3.0818 3.0830 -2.1315
H 3.5805 -0.4900 -2.0756
H 3.9543 1.0642 -1.2728
H 3.5328 1.0154 -3.0249
C -3.4792 3.2827 1.4884
S -3.0684 1.6364 2.0904
C -4.2606 0.6764 1.1418
H -3.5532 3.2958 0.4001
H -2.6711 3.9465 1.7942
H -4.4151 3.6381 1.9191
H -5.2866 0.9599 1.3788
H -4.1122 -0.3706 1.4044
H -4.0889 0.7944 0.0696
*
```

Which charges does Löwdin predict for the atoms? In e, they are: 1.11 0.03 -0.30 0.07 -0.12 -0.05 0.21 -0.48 0.14 0.10 -0.53 0.10 -0.19 0.09 0.09 0.08 0.18 0.08 -0.09 -0.43 -0.11 -0.13 0.88 -0.55 -0.43 -0.35 0.57 -0.42 -0.24 -0.67 0.14 0.13 0.14 -0.06 -0.08 -0.21 -0.02 -0.10 -0.09 -0.03 -0.15 0.18 -0.32 0.16 -0.17 -0.11 -0.11 -0.08 -0.03 -0.22 -0.11 -0.08 0.08 -0.23 -0.03 -0.09 -0.08 0.01 -0.25 -0.10 -0.05 0.10 0.10 0.10 0.10 0.10 0.10 0.12 0.13 0.12 0.09 0.11 0.10 0.09 0.10 0.10 0.08 0.10 0.11 0.10 0.09 0.03 0.09 -0.41 0.81 -0.40 0.03 0.04 0.03 0.03 0.02 0.03